No. 1
The following is a quantum chemistry calculation of an isolated ion of composition C3H4N3S and charge +1, from the Open Molecules 2025 dataset.

Last column: Löwdin charge in e.
Element x y z (Å)
C (-0.127, 0.264, -0.652)  -0.159
C (-0.308, -1.638, 0.895)  -0.081
C (0.206, 1.451, -0.180)  0.142
N (-0.329, -0.752, 0.180)  0.218
N (-1.823, -2.852, 2.269)  -0.517
N (-0.569, -2.576, 1.700)  -0.020
S (-3.040, -2.018, 2.002)  0.851
H (-0.087, 0.080, -1.730)  0.143
H (0.314, 1.559, 0.862)  0.078
H (0.567, 2.190, -0.927)  0.113
H (0.040, -3.355, 2.158)  0.233

The total charge is +1. The relative energy (zero: lowest compared OMol25 entry of this formula, charge and spin) is 57.8 kcal/mol. The maximum force is 0.099 Eh/bohr. The frontier orbital gap comes out at 7.897 eV. The value obtained for the LUMO energy is -5.632 eV. The energy comes out at -678.7435 Ha. As for the structure (SMILES): C=CN=C=[NH+]N=S.


No. 2
The following is a quantum chemistry calculation of one molecule with the formula C3H8N2O2, from the Open Molecules 2025 dataset.

Last column: Löwdin charge in e.
Element x y z (Å)
C (-0.605, 0.044, -0.148)  -0.201
C (-1.239, 1.131, 0.727)  -0.200
O (-1.554, 2.438, 0.140)  -0.061
N (0.458, -0.540, 0.633)  0.036
C (1.564, -1.183, 0.163)  -0.635
N (1.373, -1.617, -1.131)  0.160
O (2.585, -1.347, 0.800)  0.044
H (-0.250, 0.532, -1.103)  0.133
H (-1.328, -0.769, -0.472)  0.138
H (-0.491, 1.398, 1.502)  0.121
H (-2.149, 0.773, 1.198)  0.113
H (-1.843, 2.282, -0.739)  0.050
H (0.648, -0.051, 1.493)  0.126
H (0.548, -1.236, -1.489)  0.036
H (2.282, -1.854, -1.576)  0.139

The relative energy (zero: lowest compared OMol25 entry of this formula, charge and spin) is 27.2 kcal/mol. The maximum force is 0.060 Eh/bohr. The frontier orbital gap comes out at 10.442 eV. The value obtained for the LUMO energy is 0.582 eV. The energy comes out at -379.0976 Ha. As for the structure (SMILES): NC(=O)NCCO.


No. 3
The following is a quantum chemistry calculation of C27H16IN2NiO2S2Te4 as an isolated structure, from the Open Molecules 2025 dataset.

Last column: Löwdin charge in e.
Element x y z (Å)
Ni (0.109, -1.403, -0.674)  -0.213
S (-4.018, 0.589, 2.700)  1.095
C (-5.180, 1.574, 3.495)  -0.387
C (-4.931, 2.898, 3.313)  -0.195
C (-3.788, 3.138, 2.531)  -0.124
C (-3.159, 1.991, 2.109)  -0.450
C (-1.965, 1.842, 1.324)  -0.178
C (-1.588, 0.577, 0.831)  -0.041
N (-0.502, 0.335, 0.145)  0.092
C (0.341, 1.367, -0.127)  -0.111
C (0.035, 2.690, 0.287)  -0.130
C (0.933, 3.743, -0.059)  -0.024
C (2.063, 3.504, -0.758)  -0.022
C (2.411, 2.187, -1.177)  -0.134
C (3.559, 1.911, -1.908)  0.028
C (3.846, 0.599, -2.301)  -0.190
C (2.910, -0.379, -1.919)  -0.094
N (1.824, -0.151, -1.229)  0.078
C (1.536, 1.121, -0.845)  -0.119
C (5.019, 0.249, -3.045)  -0.460
C (5.432, -0.987, -3.490)  -0.104
C (6.649, -0.961, -4.192)  -0.186
C (7.177, 0.288, -4.288)  -0.415
S (6.183, 1.468, -3.520)  1.035
C (-1.125, 2.914, 1.017)  0.060
H (-5.970, 1.107, 4.046)  0.063
H (-5.542, 3.681, 3.731)  0.098
H (-3.449, 4.127, 2.275)  0.103
H (-2.242, -0.262, 1.036)  0.087
H (0.675, 4.748, 0.245)  0.113
H (2.729, 4.311, -1.031)  0.114
H (4.237, 2.711, -2.174)  0.094
H (3.083, -1.409, -2.209)  0.024
H (4.884, -1.896, -3.320)  0.113
H (7.115, -1.840, -4.604)  0.103
H (8.085, 0.596, -4.769)  0.056
H (-1.366, 3.916, 1.342)  0.119
Te (1.438, -3.312, -0.967)  0.512
Te (-0.009, -5.000, -2.277)  -0.100
Te (-1.894, -3.691, -3.647)  -0.199
Te (-1.265, -1.111, -3.312)  -0.084
I (-6.376, -2.819, 1.570)  0.787
C (-4.267, -2.772, 1.770)  -0.739
C (-3.478, -2.769, 0.636)  -0.138
C (-2.105, -2.714, 0.795)  -0.058
C (-1.521, -2.675, 2.055)  -0.125
C (-2.342, -2.688, 3.175)  -0.032
C (-3.718, -2.733, 3.039)  -0.205
C (-0.010, -2.608, 2.234)  -0.639
O (0.483, -3.036, 3.270)  0.028
O (0.663, -2.126, 1.268)  -0.257
H (-3.913, -2.778, -0.354)  0.098
H (-1.463, -2.672, -0.108)  0.046
H (-1.882, -2.659, 4.152)  0.118
H (-4.353, -2.730, 3.914)  0.088

The total charge is -1. The relative energy (zero: lowest compared OMol25 entry of this formula, charge and spin) is 42.4 kcal/mol. The maximum force is 0.039 Eh/bohr. The frontier orbital gap (alpha / beta) comes out at 4.052 / 4.051 eV. The value obtained for the LUMO energy (alpha / beta) is 0.926 / 0.926 eV. The energy comes out at -4973.0815 Ha.


No. 4
The following is a quantum chemistry calculation of C4H12N2O2 as an isolated structure, from the Open Molecules 2025 dataset.

Last column: Löwdin charge in e.
Element x y z (Å)
C (0.820, 1.750, 1.022)  -0.199
C (1.758, -1.660, 0.207)  -0.019
C (1.253, -0.383, -0.436)  -0.564
O (0.562, 0.390, 0.926)  -0.260
O (1.958, 0.323, -1.130)  -0.001
H (-0.001, 2.308, 0.538)  0.059
H (1.748, 2.032, 0.504)  0.075
H (0.887, 2.044, 2.075)  0.075
H (2.420, -1.412, 1.032)  0.088
H (2.322, -2.243, -0.522)  0.081
H (0.917, -2.244, 0.578)  0.071
C (-2.363, 0.175, 0.334)  -0.143
N (-1.406, 0.671, -0.627)  0.040
N (-0.298, -0.659, -1.268)  0.156
H (-1.868, 0.725, -1.536)  0.084
H (-0.021, -0.471, -2.227)  0.108
H (-0.777, -1.555, -1.227)  0.102
H (-3.199, 0.887, 0.344)  0.096
H (-1.921, 0.126, 1.325)  0.075
H (-2.791, -0.805, 0.087)  0.076

The relative energy (zero: lowest compared OMol25 entry of this formula, charge and spin) is 132.4 kcal/mol. The maximum force is 0.076 Eh/bohr. The frontier orbital gap comes out at 8.510 eV. The value obtained for the LUMO energy is -0.001 eV. The energy comes out at -419.4375 Ha.


Please write out number 1 again, unchanged.
The following is a quantum chemistry calculation of an isolated ion of composition C3H4N3S and charge +1, from the Open Molecules 2025 dataset.

Last column: Löwdin charge in e.
Element x y z (Å)
C (-0.127, 0.264, -0.652)  -0.159
C (-0.308, -1.638, 0.895)  -0.081
C (0.206, 1.451, -0.180)  0.142
N (-0.329, -0.752, 0.180)  0.218
N (-1.823, -2.852, 2.269)  -0.517
N (-0.569, -2.576, 1.700)  -0.020
S (-3.040, -2.018, 2.002)  0.851
H (-0.087, 0.080, -1.730)  0.143
H (0.314, 1.559, 0.862)  0.078
H (0.567, 2.190, -0.927)  0.113
H (0.040, -3.355, 2.158)  0.233

The total charge is +1. The relative energy (zero: lowest compared OMol25 entry of this formula, charge and spin) is 57.8 kcal/mol. The maximum force is 0.099 Eh/bohr. The frontier orbital gap comes out at 7.897 eV. The value obtained for the LUMO energy is -5.632 eV. The energy comes out at -678.7435 Ha. As for the structure (SMILES): C=CN=C=[NH+]N=S.


What did the second record say?
The following is a quantum chemistry calculation of one molecule with the formula C3H8N2O2, from the Open Molecules 2025 dataset.

Last column: Löwdin charge in e.
Element x y z (Å)
C (-0.605, 0.044, -0.148)  -0.201
C (-1.239, 1.131, 0.727)  -0.200
O (-1.554, 2.438, 0.140)  -0.061
N (0.458, -0.540, 0.633)  0.036
C (1.564, -1.183, 0.163)  -0.635
N (1.373, -1.617, -1.131)  0.160
O (2.585, -1.347, 0.800)  0.044
H (-0.250, 0.532, -1.103)  0.133
H (-1.328, -0.769, -0.472)  0.138
H (-0.491, 1.398, 1.502)  0.121
H (-2.149, 0.773, 1.198)  0.113
H (-1.843, 2.282, -0.739)  0.050
H (0.648, -0.051, 1.493)  0.126
H (0.548, -1.236, -1.489)  0.036
H (2.282, -1.854, -1.576)  0.139

The relative energy (zero: lowest compared OMol25 entry of this formula, charge and spin) is 27.2 kcal/mol. The maximum force is 0.060 Eh/bohr. The frontier orbital gap comes out at 10.442 eV. The value obtained for the LUMO energy is 0.582 eV. The energy comes out at -379.0976 Ha. As for the structure (SMILES): NC(=O)NCCO.


Which of these has the lowest relative energy (zero: lowest compared OMol25 entry of this formula, charge and spin)? C3H8N2O2